(1)
169
Properties=species:S:1:pos:R:3 method="wB97M-V/def2-TZVPD" total_energy_ev=-112905.91478 lumo_ev=0.235 de_lowest_kj_mol=0.0 smiles="C#CC[C@H](C[C@@H](C)O)O[C@H]([C@H](COCOCCO)O[C@H](CCCCl)CCCOC)P(=O)(O)O.COCCNCCOC.COCCNCCOC.COCCNCCOC.COCCNCCOC"
C 6.42764 2.41183 -2.62099
C 5.30438 2.75019 -2.50020
C 3.92324 3.19112 -2.29892
C 3.31397 2.47902 -1.07130
C 4.09696 2.67318 0.22613
C 4.38559 4.13441 0.59972
C 4.06852 4.39329 2.07165
O 5.73593 4.49625 0.30996
O 3.32331 1.08267 -1.32800
C 2.15199 0.56865 -1.88550
C 1.44060 -0.34191 -0.88806
C 2.22265 -1.58440 -0.44168
O 3.46943 -1.71092 -1.10190
C 3.80488 -3.06003 -1.23783
O 5.10661 -3.11768 -1.71837
C 5.69464 -4.39322 -1.49126
C 6.49800 -4.41556 -0.19078
O 7.90587 -4.41477 -0.43102
O 0.19315 -0.71652 -1.45950
C -0.97858 -0.23736 -0.82612
C -1.53165 -1.20216 0.21081
C -0.68864 -1.43681 1.48542
C -0.40111 -2.92488 1.71419
Cl 1.11103 -3.18147 2.63801
C -2.01664 -0.03290 -1.93687
C -3.22667 0.75059 -1.45166
C -4.12884 1.23166 -2.58460
O -5.27334 1.88442 -2.07040
C -6.40708 1.06300 -1.89338
P 2.49404 -0.18116 -3.54620
O 3.90596 -0.08384 -3.92279
O 1.57739 0.65805 -4.56585
O 1.91092 -1.66139 -3.60088
H 7.41595 2.01100 -2.63625
H 3.87472 4.27322 -2.21496
H 3.34424 2.86700 -3.16722
H 2.30695 2.85174 -0.86564
H 4.98365 2.04484 0.22186
H 3.44402 2.28826 1.01368
H 3.77846 4.81495 0.00453
H 4.67512 5.22761 2.41716
H 3.03405 4.72834 2.15857
H 4.24883 3.53127 2.70482
H 6.29677 3.72053 0.37688
H 1.42911 1.36305 -2.10093
H 1.26964 0.27388 -0.00303
H 1.58840 -2.45130 -0.63517
H 2.40660 -1.53232 0.63245
H 3.10243 -3.56411 -1.92140
H 3.73447 -3.54840 -0.25170
H 4.92532 -5.16958 -1.49228
H 6.36921 -4.62240 -2.31231
H 6.22054 -3.53231 0.38478
H 6.29470 -5.31640 0.38154
H 8.15874 -3.50566 -0.61625
H -0.83150 0.74855 -0.37224
H -1.71096 -2.16727 -0.26420
H -2.50844 -0.85097 0.53226
H 0.24658 -0.88442 1.50339
H -1.25961 -1.09735 2.34779
H -0.30358 -3.45236 0.77182
H -1.19291 -3.35997 2.31318
H -1.51904 0.57856 -2.69461
H -2.28529 -0.99016 -2.38171
H -2.87452 1.63923 -0.92754
H -3.84399 0.16506 -0.77298
H -3.58489 1.98169 -3.15918
H -4.39788 0.40443 -3.24549
H -7.28444 1.61153 -2.23444
H -6.34554 0.13954 -2.46907
H -6.56697 0.82610 -0.83862
H 0.81115 0.14288 -4.84966
H 2.62281 -2.23980 -3.90660
C 6.28197 2.02269 4.67514
O 4.87014 1.92999 4.69374
C 4.35605 0.71410 4.16139
C 3.75495 -0.15886 5.24136
N 4.77997 -0.69661 6.12569
C 4.27034 -1.34974 7.32856
C 3.46284 -0.52093 8.32220
O 4.20759 0.46622 9.00779
C 4.37687 1.69275 8.32153
H 6.54271 3.05100 4.92017
H 6.74866 1.36263 5.41379
H 6.68175 1.78960 3.68381
H 5.12516 0.17539 3.60043
H 3.55984 0.98494 3.46006
H 3.22559 -0.99110 4.76698
H 3.01459 0.44929 5.77895
H 5.40050 0.05188 6.40346
H 5.13364 -1.75187 7.86384
H 3.66318 -2.20741 7.02088
H 3.10740 -1.20687 9.09547
H 2.56856 -0.07649 7.86781
H 3.51220 1.93152 7.69723
H 5.28282 1.69080 7.70910
H 4.48983 2.47409 9.07303
C 3.01783 7.68509 -6.14832
O 2.71120 6.61352 -7.01710
C 3.16662 5.34131 -6.56974
C 2.01198 4.45048 -6.16765
N 1.36815 4.92927 -4.94952
C 0.10707 4.26934 -4.62484
C -1.05588 4.39151 -5.60410
O -1.60580 5.68983 -5.70643
C -0.93652 6.56880 -6.59273
H 2.78439 8.60855 -6.67577
H 2.42499 7.65356 -5.22727
H 4.07996 7.69286 -5.88724
H 3.88426 5.44706 -5.75108
H 3.68567 4.87272 -7.40994
H 2.38984 3.43850 -5.99306
H 1.31778 4.40985 -7.01778
H 1.20128 5.92321 -5.03199
H -0.22971 4.67715 -3.66750
H 0.31235 3.20528 -4.46048
H -1.86461 3.76291 -5.22031
H -0.80718 4.00188 -6.59879
H -0.50951 6.03699 -7.44639
H -0.15199 7.13487 -6.08329
H -1.67261 7.28374 -6.96036
C -3.23306 -4.13937 -1.47573
O -4.15324 -3.34222 -0.75646
C -4.99470 -2.53252 -1.56947
C -6.42710 -3.01323 -1.53546
N -6.62908 -4.28442 -2.22086
C -7.93466 -4.87074 -1.91427
C -8.18836 -5.20198 -0.44930
O -7.43536 -6.28983 0.05094
C -6.06323 -6.03775 0.29871
H -2.53983 -4.56917 -0.75312
H -3.72611 -4.95856 -2.00876
H -2.66187 -3.53991 -2.19233
H -4.61509 -2.47130 -2.59496
H -4.97006 -1.52672 -1.14376
H -7.06574 -2.26104 -2.01006
H -6.70566 -3.07166 -0.47503
H -5.90998 -4.93764 -1.94247
H -8.04634 -5.78705 -2.49832
H -8.70826 -4.17820 -2.26130
H -9.23267 -5.50594 -0.34081
H -8.05630 -4.31980 0.18857
H -5.86757 -4.99508 0.55604
H -5.45903 -6.33557 -0.56451
H -5.75971 -6.66476 1.13786
C -2.47150 -2.42521 5.52264
O -3.49919 -1.45443 5.50863
C -3.19721 -0.28216 4.76341
C -4.03437 -0.19736 3.50544
N -3.64703 -1.21701 2.53847
C -4.55498 -1.36547 1.40498
C -5.99852 -1.78732 1.66600
O -6.13956 -3.11578 2.13135
C -5.99657 -3.30654 3.52827
H -2.74539 -3.17778 6.25984
H -2.35552 -2.91876 4.55110
H -1.51386 -1.98495 5.81482
H -2.12994 -0.23000 4.52916
H -3.44243 0.57370 5.39821
H -3.89567 0.78933 3.05367
H -5.08676 -0.28550 3.80623
H -3.57596 -2.10778 3.01236
H -4.11568 -2.11693 0.74066
H -4.56732 -0.42098 0.84930
H -6.50921 -1.76034 0.69864
H -6.53950 -1.09220 2.31910
H -6.36737 -2.44931 4.09483
H -4.95764 -3.50948 3.80208
H -6.58417 -4.18404 3.79782



(2)
186
Properties=species:S:1:pos:R:3 method="wB97M-V/def2-TZVPD" total_energy_ev=-171630.74845 lumo_ev=-0.211 de_lowest_kj_mol=281.4 smiles="CCOP(=O)(OCC)OCC.CCOP(=O)(OCC)OCC.CCOP(=O)(OCC)OCC.CCOP(=O)(OCC)OCC.CCOP(=O)(OCC)OCC.CCOP(=O)(OCC)OCC.O=C1OCCO1.O=C1OCCO1.O=C1OCCO1"
C 4.80732 2.42212 -2.10018
C 6.15706 3.19942 -2.45163
O 6.87864 2.18952 -3.04767
P 8.38784 2.41721 -3.58587
O 8.49478 3.34294 -4.74262
O 9.23578 2.91121 -2.25217
C 10.65390 2.73124 -2.25856
C 10.92112 1.33939 -1.62663
O 8.80491 0.83691 -3.88989
C 8.98310 0.40396 -5.23062
C 9.69368 -0.95554 -5.28425
H 4.03980 2.91538 -1.50377
H 4.20511 2.06911 -2.93733
H 5.08650 1.52660 -1.54503
H 5.97858 4.14773 -2.95854
H 6.64709 3.36001 -1.49133
H 11.12669 2.70737 -3.24040
H 11.24610 3.51143 -1.78034
H 11.00082 1.39426 -0.54093
H 10.17932 0.54637 -1.72126
H 11.85548 0.92975 -2.01039
H 8.04938 0.39280 -5.79288
H 9.50668 1.19018 -5.77453
H 10.59214 -0.88394 -4.67127
H 9.03133 -1.76709 -4.98292
H 9.95088 -1.23371 -6.30630
C -4.38169 -2.47282 5.09235
C -3.74325 -1.94334 6.43903
O -2.36972 -2.13444 6.34898
P -1.70463 -3.42349 6.97507
O -2.06944 -4.69933 6.36888
O -2.08758 -3.24176 8.55759
C -2.70734 -4.30360 9.21155
C -3.11224 -4.04494 10.62188
O -0.13707 -3.01968 6.94067
C 0.82182 -3.99379 6.90629
C 2.18767 -3.41130 7.15475
H -4.22131 -3.54427 4.97248
H -5.46358 -2.35924 5.02367
H -3.97053 -1.87543 4.27861
H -3.88873 -0.87289 6.58422
H -4.18328 -2.45365 7.29580
H -3.55119 -4.59283 8.58517
H -2.09721 -5.20105 9.31368
H -2.23396 -3.86613 11.24217
H -3.82789 -3.23550 10.76594
H -3.57466 -4.94474 11.02761
H 0.73059 -4.65165 7.77058
H 0.73518 -4.45704 5.92345
H 2.78070 -4.22833 7.56568
H 2.70034 -3.00929 6.28087
H 2.24315 -2.54237 7.81047
C -2.00324 1.27188 -6.40145
C -2.76347 0.00865 -6.76926
O -2.44968 -0.42200 -8.12662
P -3.35852 0.00465 -9.46679
O -3.11968 -0.63479 -10.75579
O -4.87411 -0.06712 -8.98628
C -5.41392 -1.41598 -8.86456
C -6.17839 -1.65905 -10.21627
O -3.07217 1.61956 -9.57931
C -3.66079 2.42005 -10.54814
C -2.76069 3.54377 -10.94356
H -2.06665 1.98303 -7.22506
H -2.34992 1.66986 -5.44776
H -0.92841 1.09327 -6.37088
H -2.43034 -0.81313 -6.13537
H -3.84465 0.13086 -6.70421
H -4.67300 -2.20938 -8.76628
H -6.16127 -1.40364 -8.07120
H -6.95140 -0.93520 -10.47433
H -5.45217 -1.74432 -11.02463
H -6.66585 -2.63392 -10.20675
H -3.95157 1.81927 -11.40989
H -4.57636 2.93992 -10.26608
H -3.04074 4.12515 -11.82201
H -2.62127 4.32126 -10.19246
H -1.78529 3.14624 -11.22404
C -6.85916 7.72346 8.70244
C -6.41562 7.81042 7.20373
O -5.29183 6.98670 7.01863
P -5.43513 5.47765 6.37444
O -5.88633 4.43252 7.30654
O -6.31126 5.70571 5.00855
C -7.16533 4.60514 4.53498
C -8.61490 4.91839 4.89219
O -4.02526 5.17115 5.67041
C -3.50811 5.93904 4.62745
C -2.77373 5.04732 3.62726
H -5.99706 7.79732 9.36532
H -7.60596 8.47078 8.97061
H -7.34171 6.75804 8.85472
H -7.21899 7.53106 6.52207
H -5.98269 8.79433 7.02328
H -7.06870 4.46833 3.45792
H -6.84179 3.62939 4.89733
H -9.23937 4.09039 4.55668
H -8.71253 4.95176 5.97730
H -8.94277 5.86431 4.46113
H -4.16842 6.65505 4.13816
H -2.72371 6.57080 5.04425
H -1.74378 4.78259 3.86649
H -3.46217 4.20287 3.66025
H -2.79008 5.56790 2.66974
C 1.57898 -9.07525 2.36614
C 2.82715 -9.44010 1.47427
O 3.95513 -9.69747 2.28486
P 4.91028 -10.96593 1.84169
O 4.15692 -12.17905 1.35393
O 5.90860 -10.38311 0.72871
C 5.45743 -10.07010 -0.58165
C 6.64790 -10.17992 -1.54237
O 5.87718 -11.29670 3.16429
C 6.60621 -10.29526 3.83892
C 5.88691 -9.59159 5.05862
H 1.36949 -9.85176 3.10183
H 1.94150 -8.19259 2.89302
H 0.61511 -8.81154 1.93079
H 2.51677 -10.28568 0.86048
H 3.10826 -8.66599 0.76024
H 4.62222 -10.75783 -0.71412
H 5.05086 -9.06310 -0.48809
H 7.41987 -9.41906 -1.42716
H 7.07318 -11.15447 -1.30261
H 6.35452 -10.22383 -2.59123
H 7.58988 -10.66942 4.12266
H 6.83144 -9.56382 3.06280
H 6.65994 -9.00181 5.55126
H 5.07970 -8.97291 4.66652
H 5.40055 -10.36388 5.65455
C -4.24084 6.98235 -3.13826
C -5.26981 6.38995 -2.15373
O -5.20391 7.17588 -0.97516
P -6.39586 8.23617 -0.73433
O -7.81450 7.73980 -0.69164
O -6.08986 9.46598 -1.78897
C -7.10098 9.93650 -2.64638
C -6.30982 10.43602 -3.81621
O -5.95430 8.95910 0.62163
C -6.74987 9.76007 1.39968
C -6.08927 11.15818 1.43001
H -3.97181 6.36181 -3.99305
H -4.57900 7.86797 -3.67624
H -3.33562 7.28667 -2.61285
H -6.29598 6.38941 -2.52124
H -5.12042 5.33292 -1.93357
H -7.83242 9.23447 -3.04668
H -7.64090 10.75976 -2.17860
H -5.65392 11.28182 -3.60999
H -5.82474 9.65228 -4.39805
H -7.11248 10.74424 -4.48616
H -7.77966 9.81469 1.04665
H -6.81435 9.31731 2.39361
H -6.17681 11.62103 0.44704
H -6.62335 11.88748 2.03909
H -5.01271 11.07286 1.57774
O -1.44881 -0.00717 0.00177
C -0.69051 -0.78433 0.51022
O 0.22009 -0.39640 1.47643
C 1.11089 -1.43143 1.79466
C 0.43037 -2.61124 1.17086
O -0.51985 -2.06712 0.24986
H 2.07419 -1.27019 1.31076
H 1.28447 -1.66314 2.84551
H -0.13027 -3.21491 1.88455
H 1.24821 -3.14700 0.68899
O 5.28370 -4.85102 1.53567
C 6.19828 -4.39305 0.83708
O 7.41964 -4.78426 0.70471
C 8.27194 -3.76076 0.10796
C 7.17730 -2.85076 -0.51899
O 6.01601 -3.31064 0.13755
H 8.89528 -3.28360 0.86418
H 8.89296 -4.33924 -0.57599
H 7.13448 -2.91646 -1.60616
H 7.34546 -1.79580 -0.30246
O 5.01729 -4.20721 -6.15363
C 4.12051 -4.48263 -5.43602
O 3.84381 -5.67848 -5.01279
C 2.60605 -5.55309 -4.33424
C 2.45265 -4.06173 -4.01951
O 3.27214 -3.54318 -4.98062
H 1.74389 -5.86241 -4.92508
H 2.77630 -6.09176 -3.40208
H 2.99765 -3.75115 -3.12810
H 1.39477 -3.81549 -4.11080